(1)
Here is C31H22N2O6PPtS2 as an isolated structure in a non-equilibrium geometry from OMol25. Energies are from ωB97M-V/def2-TZVPD.

Geometry as ORCA input:
```
! wB97M-V def2-TZVPD RIJCOSX def2/J DEFGRID3
* xyz -1 1
Pt -0.542 0.892 -1.991
O 1.434 1.065 -2.436
N 1.958 2.262 -2.157
C 3.306 2.307 -2.138
C 3.965 3.479 -1.897
C 3.209 4.637 -1.665
C 1.842 4.569 -1.694
C 1.178 3.352 -1.947
S -0.526 3.200 -2.020
H 3.773 1.350 -2.319
H 5.044 3.486 -1.878
H 3.700 5.578 -1.455
H 1.226 5.436 -1.508
O -4.136 2.478 -1.459
C -3.300 1.658 -1.106
O -2.588 0.996 -1.950
C -3.264 1.367 0.410
C -4.498 1.596 1.033
C -4.692 1.375 2.381
C -3.638 0.928 3.169
C -2.412 0.704 2.578
C -2.205 0.909 1.209
P -0.554 0.534 0.530
C -0.212 -1.053 1.371
C -1.062 -2.107 1.028
C -0.827 -3.387 1.498
C 0.263 -3.641 2.320
C 1.102 -2.597 2.679
C 0.866 -1.312 2.211
C 0.555 1.728 1.332
C 0.134 2.841 2.052
C 1.051 3.797 2.471
C 2.398 3.651 2.180
C 2.828 2.548 1.450
C 1.915 1.605 1.015
H -5.304 1.961 0.413
H -5.666 1.552 2.820
H -3.773 0.753 4.228
H -1.583 0.349 3.178
H -1.911 -1.920 0.382
H -1.488 -4.194 1.208
H 0.456 -4.644 2.677
H 1.950 -2.782 3.326
H 1.536 -0.513 2.499
H -0.917 2.969 2.276
H 0.707 4.661 3.024
H 3.110 4.398 2.509
H 3.876 2.436 1.202
H 2.236 0.768 0.403
O -2.558 -1.953 -2.269
C -1.361 -2.164 -2.282
N -0.366 -1.228 -2.362
S 1.135 -1.889 -2.249
O 1.885 -1.745 -3.468
O 1.794 -1.507 -1.024
C 0.575 -3.562 -2.113
C 1.304 -4.724 -1.961
C 0.592 -5.914 -1.870
C -0.800 -5.920 -1.935
C -1.510 -4.737 -2.088
C -0.796 -3.556 -2.173
H 2.384 -4.705 -1.910
H 1.124 -6.848 -1.746
H -1.330 -6.861 -1.862
H -2.591 -4.714 -2.131
*
```

Output
Kohn-Sham gap: 0.217 hartree
M: 808.71 u
DFT total energy: -81977.2853 eV

(2)
Here is C31H22N6O8Tl as an isolated structure from OMol25. Energies are from ωB97M-V/def2-TZVPD.

Geometry as ORCA input:
```
! wB97M-V def2-TZVPD RIJCOSX def2/J DEFGRID3
* xyz -1 1
Tl -0.663 1.180 0.224
C 4.839 3.346 -0.029
C 3.701 4.141 0.046
C 2.520 3.749 -0.562
C 2.431 2.544 -1.272
C 3.595 1.758 -1.353
C 4.773 2.152 -0.739
N 1.194 2.139 -1.755
C 1.058 1.640 -2.970
C 2.102 1.691 -3.974
C 1.930 1.192 -5.225
C 0.713 0.582 -5.622
C -0.307 0.523 -4.724
C -0.182 1.036 -3.408
N -1.217 0.983 -2.511
N -2.293 0.454 -2.907
C -3.300 0.408 -1.936
C -4.327 -0.517 -2.158
C -5.331 -0.639 -1.225
C -5.309 0.176 -0.097
C -4.269 1.079 0.021
N -3.288 1.207 -0.871
H 5.762 3.655 0.447
H 3.731 5.076 0.595
H 1.626 4.352 -0.477
H 3.546 0.819 -1.887
H 5.650 1.518 -0.809
H 3.035 2.166 -3.708
H 2.742 1.266 -5.941
H 0.603 0.181 -6.621
H -1.257 0.080 -4.989
H -4.289 -1.129 -3.049
H -6.126 -1.362 -1.366
H -6.070 0.107 0.667
H -4.213 1.745 0.877
O 2.609 -2.233 0.832
C 2.051 -1.008 0.724
O 1.412 -0.677 -0.231
C 2.352 -0.152 1.925
C 3.096 -0.659 2.983
C 3.278 0.143 4.090
C 2.713 1.405 4.095
C 2.009 1.836 2.974
N 1.843 1.069 1.906
C 1.375 3.211 2.891
O 1.628 4.059 3.921
O 0.679 3.570 1.992
H 2.307 -2.727 0.055
H 3.496 -1.660 2.936
H 3.847 -0.210 4.939
H 2.818 2.011 4.986
H 2.224 3.661 4.563
O -0.584 -1.152 2.817
C -1.401 -2.041 2.947
C -2.069 -2.809 1.920
C -2.704 -3.958 2.373
C -3.300 -4.851 1.509
C -3.293 -4.589 0.119
C -2.712 -3.461 -0.357
C -2.063 -2.475 0.497
O -1.586 -1.447 -0.017
N -3.905 -6.043 2.018
O -3.907 -6.238 3.229
O -4.398 -6.833 1.220
H -1.714 -2.331 3.975
H -2.721 -4.175 3.434
H -3.773 -5.299 -0.542
H -2.721 -3.236 -1.416
*
```

Output
Kohn-Sham gap: 0.206 hartree
M: 810.93 u
DFT total energy: -62517.7296 eV

(3)
Here is C31H23BiBr2N8OS3 as an isolated structure in a non-equilibrium geometry from OMol25. Energies are from ωB97M-V/def2-TZVPD.

Geometry as ORCA input:
```
! wB97M-V def2-TZVPD RIJCOSX def2/J DEFGRID3
* xyz 0 1
Bi -0.593 -0.066 0.323
C 2.634 1.410 2.185
C 1.463 2.240 2.677
C 1.655 3.282 3.629
C 0.556 3.897 4.131
C -0.714 3.560 3.642
C -1.952 4.143 4.116
Br -1.929 5.615 5.343
C -3.145 3.725 3.653
C -3.163 2.662 2.701
Br -4.818 1.958 2.144
C -2.042 2.192 2.118
O -2.096 1.368 1.095
C -0.769 2.641 2.620
N 0.281 1.961 2.134
H 2.574 1.536 1.079
H 2.497 0.333 2.454
H 3.537 1.849 2.649
H 2.658 3.479 3.977
H 0.631 4.721 4.770
H -4.105 4.234 3.954
C -3.422 1.296 -3.312
C -3.691 0.299 -4.259
C -3.248 -0.966 -3.896
C -2.681 -1.157 -2.644
N -2.465 -0.200 -1.764
C -2.850 1.031 -2.119
C -2.107 -2.469 -2.175
C -2.828 -3.600 -2.327
C -2.363 -4.808 -1.917
C -1.042 -4.825 -1.359
C -0.370 -3.615 -1.265
N -0.869 -2.470 -1.654
H -3.693 2.293 -3.534
H -4.198 0.526 -5.206
H -3.417 -1.787 -4.543
H -2.701 1.832 -1.435
H -3.930 -3.637 -2.662
H -3.009 -5.688 -2.047
H -0.572 -5.673 -0.948
H 0.607 -3.646 -0.769
S -2.330 -1.622 1.287
C -1.398 -2.980 1.853
C -2.085 -4.205 1.907
N -2.614 -5.243 1.749
C -0.054 -2.953 2.165
S 0.917 -1.596 1.902
C 0.675 -4.091 2.681
N 1.371 -4.941 3.028
C 3.389 -2.783 -1.405
C 3.159 -1.320 -1.527
C 4.164 -0.444 -1.167
C 3.898 0.952 -1.158
N 2.814 1.453 -1.711
C 1.901 0.579 -2.199
S 0.446 1.153 -2.926
N 2.059 -0.780 -2.053
C 4.841 1.955 -0.493
H 4.399 -3.048 -1.726
H 2.723 -3.338 -2.043
H 3.238 -3.080 -0.321
H 5.022 -0.859 -0.671
H 1.233 -1.314 -2.279
H 5.832 1.765 -0.869
H 4.863 1.673 0.553
H 4.512 3.019 -0.585
N 0.900 4.139 -1.743
C 0.858 5.263 -1.960
H 0.955 3.168 -1.847
*
```

Output
Kohn-Sham gap: 0.269 hartree
M: 988.57 u
DFT total energy: -224918.4931 eV

(4)
Here is C31H23F2FeN7S3 as an isolated structure from OMol25. Energies are from ωB97M-V/def2-TZVPD.

Geometry as ORCA input:
```
! wB97M-V def2-TZVPD RIJCOSX def2/J DEFGRID3
* xyz 1 2
Fe 0.411 0.226 -0.725
C -0.856 -5.722 0.855
S -0.398 -4.307 1.882
C -0.423 -3.020 0.635
S -2.008 -2.436 0.732
N 0.642 -2.804 -0.026
N 0.718 -1.741 -0.915
C 1.237 -2.069 -2.043
C 1.420 -1.008 -3.029
C 1.813 -1.259 -4.333
C 1.923 -0.191 -5.208
C 1.658 1.084 -4.735
C 1.267 1.251 -3.415
N 1.134 0.227 -2.572
H -1.065 -6.541 1.539
H -0.032 -5.990 0.199
H -1.751 -5.488 0.283
H 1.503 -3.099 -2.255
H 2.014 -2.274 -4.648
H 2.205 -0.350 -6.240
H 1.741 1.948 -5.378
H 1.040 2.231 -3.019
F -4.017 -1.736 -3.103
C -3.363 -0.681 -2.588
C -2.097 -0.869 -2.064
C -1.386 0.202 -1.521
C -1.986 1.481 -1.595
C -3.277 1.608 -2.101
F -3.889 2.812 -2.122
C -3.996 0.545 -2.603
C -1.138 2.599 -1.154
C -1.464 3.957 -1.204
C -0.549 4.899 -0.782
C 0.685 4.485 -0.301
C 0.948 3.133 -0.286
N 0.079 2.209 -0.707
H -1.689 -1.871 -2.115
H -4.991 0.674 -3.003
H -2.428 4.262 -1.575
H -0.797 5.952 -0.825
H 1.427 5.188 0.050
H 1.901 2.764 0.071
N 0.595 0.217 3.433
C -0.653 -0.060 4.044
C -0.704 -0.444 5.370
C -1.932 -0.726 5.958
C -3.095 -0.645 5.212
C -3.036 -0.269 3.874
C -1.819 0.044 3.296
S -1.761 0.650 1.637
N -0.160 0.208 1.205
C 0.775 0.207 2.088
C 2.171 0.220 1.551
C 3.308 0.212 2.339
C 4.551 0.289 1.725
C 4.609 0.356 0.346
C 3.423 0.347 -0.372
N 2.227 0.295 0.209
H 1.401 0.188 4.030
H 0.210 -0.516 5.948
H -1.971 -1.016 6.999
H -4.049 -0.875 5.664
H -3.940 -0.204 3.281
H 3.253 0.145 3.416
H 5.454 0.297 2.320
H 5.554 0.411 -0.175
H 3.425 0.390 -1.453
*
```

Output
Kohn-Sham gap (spin up / spin down): 0.255 / 0.212 hartree
M: 683.62 u
<S²>: 0.756
DFT total energy: -115273.5648 eV

(5)
Here is an isolated ion of composition C31H23F3O3P and charge +1 in a non-equilibrium geometry from OMol25. Energies are from ωB97M-V/def2-TZVPD.

Geometry as ORCA input:
```
! wB97M-V def2-TZVPD RIJCOSX def2/J DEFGRID3
* xyz 1 1
F 2.260 4.463 3.209
C 2.470 3.137 2.853
C 3.707 2.552 2.892
C 3.802 1.237 2.541
F 5.025 0.598 2.534
C 2.690 0.498 2.042
C 1.445 1.142 1.915
C 0.309 0.333 1.298
C -1.079 0.829 1.603
C -1.991 -0.042 2.182
C -3.262 0.400 2.539
C -3.653 1.747 2.330
C -2.713 2.571 1.724
F -3.065 3.877 1.451
C -1.449 2.140 1.309
C 1.300 2.443 2.410
H 4.594 3.167 3.164
H 2.810 -0.571 1.913
H 0.375 -0.651 1.837
H -1.667 -1.032 2.547
H -3.965 -0.287 2.999
H -4.691 2.095 2.502
H -0.730 2.880 0.964
H 0.335 2.934 2.570
C 3.943 1.563 -3.633
C 3.673 2.497 -2.613
C 2.932 2.066 -1.523
C 2.444 0.769 -1.544
O 1.610 0.585 -0.440
P 0.582 -0.820 -0.172
O 0.760 -2.164 0.797
C -0.107 -3.339 0.785
C -0.594 -3.681 2.036
C -1.648 -4.616 2.080
C -2.018 -5.227 0.864
C -1.426 -4.912 -0.373
C -0.467 -3.896 -0.430
O -1.039 -0.610 -0.467
C -1.725 -0.279 -1.662
C -2.952 0.326 -1.471
C -3.691 0.756 -2.593
C -3.165 0.488 -3.872
C -1.922 -0.145 -4.037
C -1.174 -0.525 -2.904
C 2.674 -0.190 -2.526
C 3.479 0.234 -3.597
H 4.531 1.912 -4.494
H 4.025 3.535 -2.618
H 2.651 2.701 -0.675
H -0.225 -3.162 2.929
H -2.100 -4.869 3.052
H -2.811 -5.987 0.891
H -1.712 -5.446 -1.282
H 0.066 -3.613 -1.333
H -3.317 0.501 -0.457
H -4.658 1.256 -2.439
H -3.738 0.811 -4.747
H -1.545 -0.322 -5.046
H -0.204 -1.011 -2.988
H 2.287 -1.204 -2.411
H 3.726 -0.445 -4.415
*
```

Output
Kohn-Sham gap: 0.186 hartree
M: 531.49 u
DFT total energy: -56092.8214 eV

(6)
Here is C31H23I2N6O5Ti as an isolated structure in a non-equilibrium geometry from OMol25. Energies are from ωB97M-V/def2-TZVPD.

Geometry as ORCA input:
```
! wB97M-V def2-TZVPD RIJCOSX def2/J DEFGRID3
* xyz 0 2
Ti 0.287 0.030 -1.127
O -2.639 -2.547 0.472
C -1.581 -1.930 0.215
O -1.470 -1.002 -0.653
C -0.203 -2.251 0.847
C 0.055 -3.218 1.735
C 1.409 -3.367 2.126
C 2.350 -2.515 1.624
C 1.965 -1.517 0.750
N 0.748 -1.483 0.333
C 2.865 -0.501 0.052
O 4.037 -0.413 0.285
O 2.157 0.253 -0.739
H -0.790 -3.820 2.080
H 1.683 -4.198 2.777
H 3.376 -2.613 1.909
I -2.670 6.762 2.040
C -1.854 5.048 1.171
C -0.606 4.994 0.550
C -0.200 3.820 0.004
I 1.656 3.764 -0.850
C -0.935 2.651 0.124
O -0.428 1.524 -0.339
C -2.222 2.674 0.785
C -3.062 1.430 0.922
N -2.514 0.404 1.765
C -2.312 0.842 3.156
C -0.817 0.843 3.539
C 0.014 1.898 3.180
C 1.397 1.672 3.253
C 1.870 0.539 3.843
C 0.945 -0.377 4.227
N -0.369 -0.327 4.034
C -2.679 3.912 1.196
H -0.004 5.838 0.373
H -3.224 0.994 -0.093
H -4.035 1.708 1.332
H -2.944 -0.535 1.639
H -2.783 0.127 3.867
H -2.763 1.835 3.313
H -0.446 2.771 2.692
H 2.060 2.467 2.851
H 2.940 0.395 4.030
H 1.327 -1.322 4.688
H -3.685 3.990 1.680
C 1.671 -5.214 -1.392
C 2.699 -4.314 -1.572
C 2.486 -3.046 -1.983
C 1.182 -2.631 -2.301
C 0.148 -3.567 -2.248
C 0.376 -4.841 -1.753
N 0.823 -1.270 -2.659
N 0.918 -0.880 -3.883
C 0.328 0.300 -4.132
C 0.252 0.860 -5.398
C -0.334 2.113 -5.568
C -0.838 2.736 -4.408
C -0.778 2.118 -3.198
N -0.104 0.975 -3.018
H 1.740 -6.172 -0.948
H 3.690 -4.628 -1.349
H 3.275 -2.285 -2.049
H -0.864 -3.230 -2.557
H -0.445 -5.561 -1.651
H 0.723 0.352 -6.208
H -0.392 2.535 -6.520
H -1.316 3.710 -4.493
H -1.148 2.695 -2.365
*
```

Output
Kohn-Sham gap (spin up / spin down): 0.240 / 0.254 hartree
M: 861.24 u
<S²>: 0.762
DFT total energy: -91018.5777 eV

(7)
Here is C31H24Cl2F5HgN4O4S as an isolated structure from OMol25. Energies are from ωB97M-V/def2-TZVPD.

Geometry as ORCA input:
```
! wB97M-V def2-TZVPD RIJCOSX def2/J DEFGRID3
* xyz -2 2
Hg -0.347 1.125 -2.631
C -2.646 -5.101 3.948
O -3.085 -3.823 4.343
C -2.372 -3.216 5.345
C -2.759 -1.920 5.683
C -2.080 -1.218 6.658
C -1.000 -1.799 7.338
C -0.661 -3.106 7.021
C -1.320 -3.814 6.021
N -0.328 -1.200 8.434
N 0.027 0.015 8.491
C 0.108 0.958 7.488
C 0.078 2.275 7.990
C -0.047 3.388 7.211
C -0.135 3.307 5.776
O -0.343 4.285 5.057
C 0.078 1.934 5.210
N 0.138 1.854 3.869
C 0.392 0.691 3.311
C 0.677 -0.461 4.054
C 0.616 -0.392 5.423
C 0.240 0.809 6.055
H -3.290 -5.408 3.127
H -2.731 -5.825 4.766
H -1.609 -5.080 3.598
H -3.585 -1.469 5.147
H -2.374 -0.203 6.889
H 0.155 -3.569 7.564
H -1.003 -4.821 5.789
H 0.099 2.364 9.072
H -0.112 4.377 7.647
H 0.367 0.641 2.226
H 0.941 -1.387 3.556
H 0.854 -1.260 6.019
Cl 1.681 -3.596 -4.669
C 0.901 -3.421 -3.117
C 0.890 -4.515 -2.260
C 0.316 -4.439 -1.018
Cl 0.359 -5.840 0.040
C -0.294 -3.241 -0.585
C -0.905 -3.069 0.679
C -1.483 -1.874 1.003
C -1.459 -0.837 0.054
N -0.896 -0.967 -1.122
C -0.302 -2.128 -1.467
C 0.317 -2.164 -2.806
O 0.299 -1.183 -3.575
H 1.359 -5.437 -2.580
H -0.904 -3.894 1.382
H -1.944 -1.708 1.967
H -1.912 0.123 0.278
O 2.646 -0.046 -1.357
S 3.570 -0.101 -0.191
C 4.650 -1.530 -0.510
C 3.769 -2.742 -0.268
C 3.153 -2.493 1.105
C 2.700 -1.029 1.136
H 5.490 -1.483 0.191
H 5.011 -1.414 -1.531
H 4.328 -3.679 -0.306
H 2.994 -2.779 -1.034
H 3.913 -2.656 1.876
H 2.322 -3.167 1.313
H 2.867 -0.540 2.094
H 1.650 -0.911 0.859
F -2.566 0.074 -4.555
C -2.057 1.294 -4.190
F -3.131 2.010 -3.693
C -1.676 1.991 -5.490
F -1.280 3.255 -5.259
F -0.674 1.353 -6.106
F -2.698 2.066 -6.379
*
```

Output
Kohn-Sham gap (spin up / spin down): 0.209 / 0.216 hartree
M: 915.11 u
<S²>: 0.757
DFT total energy: -100328.8536 eV